Entry 1:
DFT (wB97M-V/def2-TZVPD) results for an isolated molecule of C11H17NO3S.

Structure (XYZ):
```
33
Properties=species:S:1:pos:R:3:forces:R:3:lowdin_charge:R:1
C 1.021681 -0.510302 -3.147859 0.03 0.02 0.00 -0.11
O 0.174519 0.598542 -2.927029 -0.17 -0.11 0.09 -0.20
C 0.841089 1.837722 -2.889364 0.24 0.29 0.10 -0.23
C 1.682542 2.050060 -1.626763 -0.45 -0.17 -0.21 -0.16
C 0.811285 2.003197 -0.369751 -0.01 -0.15 -0.69 -0.23
N 1.628840 1.695055 0.788490 0.40 -0.77 0.36 -0.13
S 1.930454 0.081627 1.093850 0.05 0.47 0.32 0.65
O 2.698157 0.049151 2.302603 -0.31 0.08 0.14 -0.29
O 2.479467 -0.505113 -0.093425 -0.40 0.01 -0.09 -0.29
C 0.314610 -0.620608 1.406584 0.62 0.16 -0.17 -0.28
C -0.226836 -0.481712 2.669647 0.00 0.01 0.17 -0.05
C -1.495864 -0.971563 2.921908 0.07 0.04 -0.10 -0.03
C -2.229439 -1.590597 1.914038 0.05 0.04 -0.05 -0.27
C -3.596701 -2.135676 2.187784 0.02 -0.06 0.01 -0.05
C -1.662124 -1.719804 0.649894 0.05 0.06 0.10 -0.02
C -0.390279 -1.238418 0.392178 0.01 -0.08 -0.12 -0.05
H 1.687933 -0.697049 -2.300040 -0.04 -0.02 -0.08 0.06
H 1.625188 -0.363454 -4.051559 -0.01 -0.03 -0.01 0.09
H 0.364884 -1.366865 -3.293158 0.08 -0.05 -0.02 0.09
H 0.045075 2.587022 -2.938470 0.10 0.02 -0.07 0.13
H 1.483212 1.946429 -3.776329 -0.10 0.03 0.03 0.12
H 2.431057 1.263675 -1.541757 0.05 0.12 -0.10 0.09
H 2.200178 3.006637 -1.694856 0.07 0.04 0.00 0.12
H 0.315985 2.963623 -0.212698 0.01 -0.10 0.10 0.13
H 0.036016 1.237465 -0.507425 -0.05 0.20 -0.01 0.11
H 1.371682 2.163711 1.640871 -0.01 0.05 0.23 0.11
H 0.362063 -0.008866 3.440138 0.01 0.03 0.17 0.11
H -1.922903 -0.873020 3.909150 -0.04 0.01 0.10 0.11
H -3.534723 -3.206730 2.381185 -0.07 -0.07 0.03 0.09
H -4.040181 -1.659826 3.058516 -0.08 0.01 0.04 0.08
H -4.249912 -1.989179 1.330745 -0.09 0.00 -0.02 0.08
H -2.221918 -2.201170 -0.138283 -0.06 -0.04 -0.09 0.12
H 0.064962 -1.343962 -0.578814 0.01 -0.03 -0.17 0.10
```
Positions in Å, forces in eV/Å.

The spin multiplicity is 1. As for the relative energy (zero: lowest compared OMol25 entry of this formula, charge and spin): 158.3 kJ/mol. The SMILES is COCCCNS(=O)(=O)c1ccc(C)cc1. As for the calculated total energy: -1107.989465 a.u.

---

Entry 2:
DFT (wB97M-V/def2-TZVPD) results for a cluster of 2 separate species, C11H18 in total at a distorted geometry.

Structure (XYZ):
```
29
Properties=species:S:1:pos:R:3:forces:R:3:lowdin_charge:R:1
C 2.707667 -0.657025 -1.308674 0.96 0.74 0.14 -0.06
C 1.477722 -0.017693 -1.844903 -1.22 -1.09 -0.70 -0.29
C 0.663744 -0.843214 -2.641957 -1.67 -0.16 0.15 -0.05
C -0.665713 -0.504838 -2.946557 0.88 1.11 0.27 -0.09
C -1.197224 0.694491 -2.465414 -0.30 -1.70 0.25 -0.11
C -0.429795 1.455368 -1.606071 -0.16 1.10 -1.31 -0.12
C 0.920671 1.186529 -1.419259 -0.09 0.52 -0.23 -0.07
H 3.305289 -1.178440 -2.059536 -0.23 -0.02 -0.05 0.08
H 2.387443 -1.379688 -0.553628 0.28 0.09 0.07 0.09
H 3.361464 0.101419 -0.862455 -0.05 -0.27 0.19 0.08
H 0.895315 -1.863393 -2.936354 0.80 0.20 0.10 0.11
H -1.313480 -1.122268 -3.544166 0.16 -0.38 -0.17 0.10
H -2.253408 0.817442 -2.685493 0.12 0.68 0.26 0.10
H -0.843588 2.399981 -1.264199 0.16 -0.08 0.18 0.11
H 1.487919 2.048452 -1.077629 0.37 -0.61 0.73 0.12
C -1.161434 -0.692300 3.338850 -1.13 0.85 -0.66 -0.10
C -0.446136 -0.290936 2.021730 0.80 -1.21 1.18 -0.47
C -1.353752 -0.547664 0.828969 0.42 0.16 -0.09 -0.09
C 0.169114 1.128057 2.131214 -0.88 -0.82 -0.70 -0.06
H -2.180442 -0.278360 3.261940 0.14 0.16 0.37 0.08
H -0.685519 -0.249386 4.213077 0.05 -0.28 0.06 0.06
H -1.348709 -1.761289 3.468494 0.50 0.00 -0.10 0.07
H 0.366473 -1.030120 1.967047 0.14 0.27 -0.26 0.12
H -1.974194 0.309427 0.603041 -0.43 0.26 0.20 0.07
H -0.766715 -0.686693 -0.078992 -0.06 -0.34 0.02 0.05
H -1.990674 -1.409837 1.034057 0.06 -0.04 -0.26 0.08
H -0.447061 1.758458 1.486995 0.18 0.46 0.27 0.06
H 0.121810 1.441003 3.164829 0.08 0.40 0.13 0.06
H 1.193213 1.172517 1.775042 0.10 -0.01 -0.04 0.06
```
Positions in Å, forces in eV/Å.

The spin multiplicity is 1. As for the relative energy (zero: lowest compared OMol25 entry of this formula, charge and spin): 91.5 kJ/mol. The SMILES is Cc1ccccc1.CC(C)C. As for the calculated total energy: -429.905759 a.u.

---

Entry 3:
DFT (wB97M-V/def2-TZVPD) results for a cluster of 2 separate species, C11H18 in total at a distorted geometry.

Structure (XYZ):
```
29
Properties=species:S:1:pos:R:3:forces:R:3:lowdin_charge:R:1
C 1.261383 2.063419 -0.198013 -1.12 2.04 -5.06 -0.14
C 0.086345 2.539939 0.382877 -0.49 -1.72 3.40 -0.11
C -0.195256 1.923374 1.692448 -1.71 2.43 -0.56 -0.08
C 0.487825 0.779570 1.990504 -0.61 -0.82 4.46 -0.18
C 1.624830 0.340935 1.362643 3.25 4.82 0.11 -0.23
C 2.126919 1.047852 0.251062 0.52 1.19 2.62 -0.10
H 1.204449 2.466112 -1.346635 1.37 -0.96 2.67 0.15
H -0.750345 3.208521 0.006942 1.88 -0.66 -0.02 0.12
H -1.002343 2.464894 2.405242 1.77 -1.91 -1.79 0.15
H 0.191839 -0.019683 2.824070 0.23 2.57 -1.10 0.17
H 2.246890 -0.396821 1.795398 0.09 -0.99 0.24 0.11
H 3.164442 0.751940 0.005538 -0.98 0.62 -0.90 0.13
C -2.417939 0.134054 -2.125600 -2.64 -0.15 0.01 -0.14
C -1.462301 -0.062555 -0.893588 -1.57 1.57 0.29 -0.31
C -0.784312 -1.371676 -0.616616 -3.25 -1.09 -0.70 -0.25
C 0.405608 -1.165026 0.308153 -0.61 -2.84 -1.08 -0.34
C 1.195083 -2.492933 0.330809 1.81 -3.62 0.76 -0.14
H -1.884441 -0.012661 -3.023998 0.95 -0.59 -1.07 0.01
H -3.518514 -0.547470 -2.400729 3.25 2.11 1.61 0.15
H -2.589692 1.264939 -2.192087 -0.54 -1.59 0.32 0.07
H -2.043043 0.300694 0.100537 1.68 -0.46 -2.28 0.15
H -0.607536 0.564446 -1.206417 -0.76 0.60 0.71 0.08
H -1.762120 -1.996165 -0.351213 2.56 0.24 0.38 0.15
H -0.471045 -1.813372 -1.584637 0.15 0.22 0.44 0.10
H 0.166883 -0.831511 1.327815 -1.08 -1.96 -1.19 0.06
H 1.048135 -0.243304 0.034374 -2.26 -3.54 -1.58 0.07
H 1.096842 -3.108850 -0.794533 0.89 2.01 3.28 0.12
H 2.422949 -2.418550 0.807603 -3.55 -0.10 -1.95 0.12
H 0.758466 -3.370112 1.108052 0.79 2.58 -2.00 0.10
```
Positions in Å, forces in eV/Å.

The spin multiplicity is 1. As for the relative energy (zero: lowest compared OMol25 entry of this formula, charge and spin): 822.0 kJ/mol. The SMILES is c1ccccc1.CCCCC. As for the calculated total energy: -429.627518 a.u.

---

Entry 4:
DFT (wB97M-V/def2-TZVPD) results for a cluster of 2 separate species, C11H18 in total at a distorted geometry.

Structure (XYZ):
```
29
Properties=species:S:1:pos:R:3:forces:R:3:lowdin_charge:R:1
C -3.116385 -1.484494 1.096302 0.45 0.46 0.43 -0.09
C -1.735656 -2.031574 1.571043 -0.76 -0.30 -0.52 -0.20
C -0.777212 -2.196223 0.427205 0.27 0.05 -0.04 -0.26
C -1.016229 -3.131467 -0.578092 -0.01 0.32 -0.07 -0.05
C -0.110187 -3.255812 -1.616907 -0.07 -0.34 0.00 -0.09
C 0.977108 -2.397153 -1.727136 -0.03 0.29 -0.42 -0.10
C 1.161918 -1.372417 -0.814954 -0.91 -0.24 0.33 -0.08
C 0.328789 -1.365203 0.307775 0.32 0.16 0.37 -0.05
H -3.424325 -0.597740 1.650606 0.13 0.01 0.21 0.06
H -3.890011 -2.224641 1.280364 -0.13 -0.04 -0.47 0.06
H -3.054850 -1.146457 0.062317 -0.25 -0.38 -0.11 0.07
H -1.309274 -1.405160 2.337097 0.18 0.20 0.27 0.10
H -1.936378 -3.011755 1.994205 0.20 -0.12 0.30 0.10
H -1.936434 -3.706173 -0.562490 0.16 -0.18 0.03 0.12
H -0.265845 -4.019110 -2.372545 0.04 0.07 0.04 0.10
H 1.633572 -2.500951 -2.576446 0.07 0.08 -0.17 0.10
H 1.790565 -0.513327 -1.005162 0.60 -0.38 0.17 0.09
H 0.585985 -0.746160 1.166417 -0.25 0.37 -0.34 0.11
C 1.677345 3.467238 1.226939 -0.63 0.09 -0.52 -0.11
C 0.828017 3.371673 -0.074613 0.59 0.56 0.81 -0.31
C 1.710919 3.243180 -1.297281 -0.28 -0.07 -1.05 -0.14
H 2.684374 3.122452 1.036766 0.32 -0.07 0.05 0.06
H 1.248759 2.846582 2.011363 0.03 0.12 0.15 0.06
H 1.711087 4.503636 1.557146 0.18 -0.04 0.21 0.06
H 0.109736 2.566254 0.080942 0.03 -0.09 -0.60 0.09
H 0.267381 4.300487 -0.193179 -0.23 -0.10 0.15 0.09
H 2.210199 2.284780 -1.375919 0.05 -0.31 0.09 0.06
H 1.155812 3.403161 -2.229155 -0.19 -0.33 0.13 0.07
H 2.491206 3.996376 -1.382613 0.12 0.22 0.58 0.07
```
Positions in Å, forces in eV/Å.

The spin multiplicity is 1. As for the relative energy (zero: lowest compared OMol25 entry of this formula, charge and spin): 70.9 kJ/mol. The SMILES is CCc1ccccc1.CCC. As for the calculated total energy: -429.913630 a.u.

---

Entry 5:
DFT (wB97M-V/def2-TZVPD) results for a structure of composition C11H18BBr3O5 at a distorted geometry.

Structure (XYZ):
```
38
Properties=species:S:1:pos:R:3:forces:R:3:lowdin_charge:R:1
C 1.938074 -1.158169 2.402551 0.14 0.54 -0.10 -0.02
B 1.825404 -0.329805 1.001735 0.01 -0.68 0.70 -0.36
O 2.908557 -0.438839 0.043395 -1.87 -0.78 0.68 0.03
C 0.496235 0.586942 0.642931 1.11 1.02 -0.38 -0.24
C -0.939196 -0.093192 0.812743 0.08 -0.21 -0.14 -0.12
C -1.074994 -1.529081 0.093803 -0.66 0.93 0.03 -0.17
C -2.406447 -1.463806 -0.816166 0.84 -0.65 0.06 -0.17
C -3.765531 -1.448612 0.025476 0.08 -2.42 -1.10 -0.19
O -4.436838 -0.166591 0.073193 1.43 0.63 2.38 -0.08
C -4.341412 0.450465 1.337562 -0.80 -0.34 2.33 -0.28
O -4.525371 -0.088063 2.438204 0.78 0.96 -3.64 0.04
C 0.889218 1.255183 -0.765803 -1.33 1.83 0.50 -0.14
C -0.181222 2.472350 -0.806127 -0.49 -2.84 -0.75 -0.14
O -0.239135 2.882965 0.595006 1.12 -0.14 0.90 -0.04
C 0.427587 1.958870 1.479792 0.90 -0.98 0.10 -0.32
O 0.885147 2.157018 2.610015 -2.10 0.21 -3.71 0.12
H 2.905873 -0.803348 2.908591 -1.25 -0.72 -0.61 0.09
H 2.011029 -2.284238 2.188119 -0.02 1.57 0.42 0.08
H 1.070341 -0.926334 3.109542 1.20 -0.46 -0.96 0.07
H 2.622984 -1.067179 -0.662757 0.47 0.83 0.48 0.10
H -1.183960 -0.206270 1.930954 0.52 0.24 -1.61 0.14
H -1.747827 0.599715 0.374657 1.30 -0.92 0.68 0.10
H -1.129405 -2.316331 0.917113 -0.09 0.81 -1.29 0.12
H -0.184785 -1.790036 -0.578637 -1.13 0.52 0.92 0.12
H -2.337174 -0.549193 -1.488535 -0.16 -1.10 0.81 0.12
H -2.358050 -2.392658 -1.494337 -0.49 1.37 0.96 0.12
H -4.487382 -2.169106 -0.509351 0.96 1.21 0.86 0.14
H -3.550508 -1.920358 1.035935 -0.54 1.03 -0.98 0.13
H -4.124755 1.581205 1.347006 -0.41 -1.56 -0.79 0.16
H 1.864567 1.830536 -0.570793 -1.02 -1.41 -0.66 0.13
H 0.917479 0.586772 -1.694916 -0.12 1.09 1.56 0.07
H -0.015335 3.272505 -1.592917 0.31 -0.47 1.70 0.13
H -1.173087 1.986975 -1.134646 1.07 0.90 0.81 0.12
C 4.702365 0.334227 -2.932459 0.11 0.07 0.13 -1.61
Br 2.927848 0.908212 -3.462996 0.51 -0.13 -0.20 0.63
Br 4.901346 -1.590526 -3.057077 -0.08 0.35 0.00 0.57
Br 6.086427 1.268287 -3.917304 -0.30 -0.21 0.15 0.57
H 4.821932 0.599508 -1.883501 -0.09 -0.10 -0.23 -0.03
```
Positions in Å, forces in eV/Å.

The spin multiplicity is 1. As for the calculated total energy: -8552.974912 a.u.

---

Entry 6:
DFT (wB97M-V/def2-TZVPD) results for a structure of composition C11H18ClMnV at a distorted geometry.

Structure (XYZ):
```
32
Properties=species:S:1:pos:R:3:forces:R:3:lowdin_charge:R:1
V 1.166473 2.349442 -1.926129 0.88 0.74 0.90 0.33
Cl -0.848986 1.248500 -2.187526 -1.93 0.08 -1.84 0.14
C 2.216690 2.074435 -3.756882 0.20 -0.34 -0.64 -0.34
C 0.348823 4.222753 -2.679099 -0.50 0.47 -0.03 -0.35
H 2.538374 3.024501 -4.238415 -0.13 -0.40 0.09 -0.07
H 3.089509 1.374991 -3.741244 -0.53 0.20 -0.26 -0.07
H 1.356335 1.641607 -4.353487 0.97 0.26 0.26 -0.05
H 0.981824 4.884193 -3.303182 -0.04 -0.12 0.18 -0.08
H -0.180697 4.883406 -1.934205 0.14 -0.44 -0.59 -0.07
H -0.404150 3.762751 -3.377025 0.31 0.55 0.49 -0.07
Mn 0.158045 0.117123 -0.542043 -0.62 1.17 -1.00 0.09
C 1.044898 -1.498102 -0.805950 1.77 -2.22 -0.11 -0.30
C 1.479034 0.824379 0.380470 2.66 2.17 0.51 -0.34
H 1.904793 -1.096604 -1.376626 0.07 -0.96 0.28 -0.01
H 1.226581 -1.937505 0.214369 0.24 0.00 -1.82 -0.02
H 0.319363 -2.025302 -1.432569 0.23 -0.50 -0.02 -0.01
H 1.242861 1.406731 1.288448 0.38 -0.41 0.15 -0.07
H 2.536037 0.485902 0.250983 -0.49 0.30 0.60 -0.06
C -1.404510 -0.431862 0.411609 -1.61 -0.55 2.09 -0.32
C -1.338802 -1.349020 1.633988 -0.99 1.09 -0.44 -0.26
C -0.135570 -1.796746 2.220357 -0.38 -0.65 0.33 -0.06
C -0.160857 -2.669179 3.322420 -0.80 0.39 0.21 -0.11
C -1.387229 -2.989870 3.923120 -0.53 -0.06 -0.27 -0.15
C -2.601276 -2.495700 3.389651 0.29 0.25 0.16 -0.14
C -2.572767 -1.659071 2.262719 0.45 -0.68 0.64 -0.08
H -1.920869 -0.853612 -0.475481 -0.33 0.08 0.73 0.03
H -1.740391 0.601814 0.646239 -0.52 -0.64 0.11 0.04
H 0.831183 -1.500128 1.815124 -0.50 0.15 0.10 0.07
H 0.755720 -3.065689 3.770793 -0.19 0.24 -0.25 0.09
H -1.429196 -3.623836 4.815873 0.11 0.15 -0.31 0.07
H -3.565770 -2.711235 3.893605 0.70 0.06 -0.30 0.08
H -3.505474 -1.199065 1.890095 0.68 -0.39 0.05 0.10
```
Positions in Å, forces in eV/Å.

The spin multiplicity is 8. As for the total charge: -2. As for the calculated total energy: -2984.847454 a.u.

---

Entry 7:
DFT (wB97M-V/def2-TZVPD) results for a structure of composition C11H18CoN6O4Te.

Structure (XYZ):
```
41
Properties=species:S:1:pos:R:3:forces:R:3:lowdin_charge:R:1
Co -0.335150 -1.627936 -0.318813 -0.07 0.27 -0.11 0.72
N 1.406905 -2.914191 -0.860424 -0.02 -0.06 -0.09 0.04
N 2.101006 -3.263944 0.318759 -0.07 0.06 0.00 0.04
C 1.661213 -2.806934 1.515234 0.20 -0.16 -0.15 -0.35
N 2.238259 -3.226717 2.617700 -0.04 0.03 0.04 0.26
N 0.652254 -1.927243 1.405332 -0.20 0.08 0.10 0.04
N 0.050795 -1.377541 2.522496 0.12 0.05 -0.33 -0.41
O 0.504198 -1.543766 3.620892 -0.07 0.05 0.30 0.14
O -0.934921 -0.711309 2.239296 -0.03 0.03 0.08 -0.02
H 0.939513 -3.744790 -1.226738 0.07 0.04 0.01 0.12
H 2.081943 -2.591323 -1.551648 -0.03 0.00 0.08 0.14
H 2.790671 -4.001723 0.268168 -0.04 0.02 0.01 0.18
H 2.982134 -3.908279 2.597902 0.01 -0.01 0.00 0.15
H 1.923483 -2.863846 3.509558 0.05 -0.05 -0.08 0.12
N -4.503103 -2.645378 -2.250124 -0.03 0.06 -0.07 0.22
C -3.541200 -3.578602 -1.564712 -0.12 -0.01 -0.05 0.00
C -2.296621 -2.820775 -1.153406 0.01 -0.13 0.03 -0.62
O -1.399576 -3.426646 -0.533807 0.01 -0.15 0.02 -0.01
O -2.181136 -1.593514 -1.432168 0.07 0.07 0.04 -0.08
H -5.396248 -2.575639 -1.754538 0.04 0.00 -0.03 0.19
H -4.707317 -2.939079 -3.209708 -0.01 0.03 0.07 0.19
H -4.073221 -1.706698 -2.283218 -0.01 -0.09 0.02 0.16
H -3.279428 -4.386332 -2.246334 0.02 0.01 0.05 0.16
H -4.019787 -4.012152 -0.687807 0.05 0.01 -0.02 0.16
C 0.907135 2.015898 1.113696 0.08 0.18 0.00 -0.38
Te -0.738508 1.296387 -0.048117 -0.09 -0.30 0.21 1.47
C -0.134644 2.812049 -1.431174 0.07 0.04 -0.02 -0.38
C 0.635114 3.818374 -0.646777 0.06 -0.01 0.11 -0.18
C 0.817741 5.121186 -1.117402 0.02 -0.08 0.02 0.02
C 1.560287 5.998704 -0.371261 0.02 -0.05 0.09 0.06
C 2.115197 5.593238 0.893843 -0.03 0.01 -0.07 0.08
C 1.923793 4.311725 1.388658 -0.04 0.05 0.05 0.02
C 1.185672 3.412916 0.650038 -0.10 -0.06 -0.28 -0.20
H 1.782847 1.386005 0.938067 -0.02 0.01 0.00 0.09
H 0.670073 1.989972 2.176803 0.00 0.00 -0.01 0.09
H -1.012247 3.268666 -1.890146 0.05 -0.01 -0.03 0.09
H 0.477157 2.386999 -2.231545 0.06 0.04 0.03 0.10
H 0.390226 5.422186 -2.063875 0.00 0.01 -0.02 0.14
H 1.739576 7.007376 -0.718238 -0.01 0.03 -0.01 0.14
H 2.681159 6.317343 1.465607 0.03 0.00 0.02 0.15
H 2.334770 4.035344 2.349935 0.00 -0.01 0.02 0.14
```
Positions in Å, forces in eV/Å.

The spin multiplicity is 5. As for the total charge: +3. As for the calculated total energy: -2709.173138 a.u.